No. 1
The molecule C3H4OSi in a non-equilibrium geometry. Source: OMol25; level of theory: ωB97M-V/def2-TZVPD.

The geometry in XYZ format:
```
9
Properties=species:S:1:pos:R:3:forces:R:3
C -1.8909 -1.0270 1.3762 0.024 0.219 -1.224
C -1.8882 -0.3939 0.3418 -0.437 0.156 1.473
C -1.4397 0.6291 -0.5864 0.913 -0.037 -1.555
O -2.1064 1.2700 -1.3754 0.237 -0.364 0.944
Si 0.5595 0.4737 -0.5916 -1.326 0.754 0.672
H -1.8384 -1.6915 2.1961 -0.168 -0.121 0.334
H 1.1154 1.5170 0.3593 -0.169 -0.930 -0.004
H 0.5627 -0.9929 -0.3957 0.669 0.197 0.322
H 1.1287 0.8372 -1.8499 0.257 0.126 -0.962
```
Positions in Å, forces in eV/Å.

Properties
SMILES: C#CC(=O)[SiH3]
Charge: 0
Relative energy (zero: lowest compared OMol25 entry of this formula, charge and spin) in kJ/mol: 156.5
Highest occupied orbital energy in Eh: -0.350



No. 2
The molecule C4H8O. Source: OMol25; level of theory: ωB97M-V/def2-TZVPD.

The geometry in XYZ format:
```
13
Properties=species:S:1:pos:R:3:forces:R:3
C -1.2809 0.4209 0.3642 -0.144 -0.057 -0.014
C 0.0055 0.0752 -0.4122 -0.075 0.122 0.084
C 0.5390 -1.3452 -0.2787 -0.008 -0.033 0.012
C 0.9808 1.0928 0.1345 0.501 -0.037 0.001
O 1.9243 0.8315 0.8415 -0.326 0.075 -0.315
H -2.0510 -0.3525 0.3028 0.183 0.000 -0.105
H -1.0420 0.5839 1.4197 -0.164 -0.087 -0.045
H -1.7035 1.3465 -0.0405 -0.012 -0.096 0.190
H -0.1853 0.3021 -1.4698 0.158 0.009 0.102
H 1.5368 -1.3832 -0.7261 -0.104 -0.115 0.098
H -0.0966 -2.0682 -0.8021 0.022 0.188 0.114
H 0.6334 -1.6571 0.7661 -0.027 0.119 -0.134
H 0.7395 2.1533 -0.0996 -0.003 -0.089 0.012
```
Positions in Å, forces in eV/Å.

Properties
SMILES: CC(C)C=O
Charge: 0
Relative energy (zero: lowest compared OMol25 entry of this formula, charge and spin) in kJ/mol: 31.4
Highest occupied orbital energy in Eh: -0.359



No. 3
A cluster of 2 separate species, CH5OP in total in a non-equilibrium geometry. Source: OMol25; level of theory: ωB97M-V/def2-TZVPD.

The geometry in XYZ format:
```
8
Properties=species:S:1:pos:R:3:forces:R:3
C -0.5034 0.3346 0.2619 0.673 -2.763 1.072
O -1.5005 0.0778 1.2042 -0.392 -0.067 -0.582
P 0.9849 -0.4496 0.0890 -1.426 -1.516 3.355
H -0.6724 1.0623 -0.4530 -1.131 1.875 -1.019
H 1.2896 0.2798 -1.7106 -1.077 -0.502 -0.932
H -2.0190 -0.7760 1.1564 1.498 1.273 -0.401
H 0.5976 -1.2504 1.2567 0.483 0.053 -0.477
H 1.8232 0.7215 -1.8046 1.372 1.647 -1.016
```
Positions in Å, forces in eV/Å.

Properties
SMILES: [H]/P=C\O.[H][H]
Charge: 0
Relative energy (zero: lowest compared OMol25 entry of this formula, charge and spin) in kJ/mol: 343.5
Highest occupied orbital energy in Eh: -0.343